[1]
98
Properties=species:S:1:pos:R:3 method="wB97M-V/def2-TZVPD" spin_multiplicity=4 largest_force_ev_per_a=2.5 total_charge=-1 homo_lumo_gap_ev="5.971 / 6.174" de_lowest_kcal_mol=26.4
H 2.508 5.642 -0.869
S 1.344 3.380 -1.717
C 5.943 3.688 -3.446
C -1.335 5.190 1.289
H 0.314 -6.438 6.458
H 2.308 -0.772 -0.713
C -0.806 -5.871 2.429
S 7.223 4.687 -3.252
C 2.585 5.027 -0.023
C -0.682 -0.416 -2.793
C -2.404 5.900 1.849
C -0.795 -0.846 -5.187
H -4.691 3.467 1.477
C 2.882 3.265 2.079
C -0.693 -0.593 5.008
H -0.634 -2.864 5.268
S 2.365 1.689 -2.378
O 2.529 0.565 1.537
H -2.007 1.878 -3.405
Te -2.945 1.193 0.506
H -0.191 -8.005 5.750
C -1.078 -0.036 -4.118
C -1.453 3.899 0.803
S 3.341 1.113 -5.595
N 0.608 -3.265 1.700
C 2.559 -3.815 0.772
H 3.484 6.502 1.282
H 3.711 4.892 3.207
C 2.164 3.746 -0.177
B -0.719 -3.329 2.477
H -0.329 -1.806 -5.068
C -0.607 1.482 3.403
C 2.703 -1.795 -0.879
H -0.662 3.322 0.370
H 0.429 1.666 3.179
H -1.009 -1.083 -7.356
H -0.601 -7.947 3.087
C -3.813 -3.601 0.431
C -0.659 -6.896 3.312
N -0.866 -4.699 3.159
H -2.757 -2.178 -2.296
H -0.365 5.690 1.147
H 1.316 1.727 -6.716
C 4.112 2.162 -4.431
N -0.676 -0.890 2.823
H 2.828 2.569 2.899
C -1.745 1.187 -4.269
H -3.568 -0.927 -1.440
C -0.666 0.050 3.772
H -1.005 -5.851 1.340
H 2.356 -2.047 -1.871
H 1.812 3.053 -5.738
C -3.751 3.963 1.475
C -0.488 -6.962 5.924
H -3.259 -4.707 2.301
O 0.701 1.140 0.414
C -3.062 -3.923 1.542
H -4.414 -2.470 -1.777
N -1.952 -2.356 0.468
N 0.878 -2.327 0.727
C -3.614 5.241 1.967
C 2.250 2.831 0.923
H -1.191 1.675 2.515
H -2.667 2.462 -5.790
C 3.333 4.626 2.228
N -0.731 -2.120 3.411
C -0.621 -1.971 4.741
C -3.037 -2.612 -0.204
C 2.079 -2.632 0.209
S 5.528 3.100 -4.997
C 3.788 2.342 -3.157
C -1.189 -0.486 -6.490
C 1.609 -4.168 1.688
C -1.857 0.723 -6.585
N -1.943 -3.227 1.539
H -4.486 5.711 2.419
S 4.945 3.158 -2.131
N -0.675 -4.950 4.512
H -0.642 -0.062 5.946
H 1.567 -5.020 2.347
N -2.449 1.464 -8.951
C 3.161 5.496 1.161
C -0.608 -6.293 4.588
C 1.826 1.384 0.958
Mo -0.632 -0.591 0.506
C -0.393 -0.591 -1.622
H 1.059 1.715 -4.942
H 3.827 -1.803 -0.823
C -2.172 1.552 -5.526
H -1.384 -6.981 6.505
C -2.657 3.231 0.953
C -3.427 -2.002 -1.496
C 1.742 2.006 -5.758
H 3.470 -4.366 0.566
H -0.946 2.119 4.255
H -2.283 6.856 2.276
H -4.725 -3.985 0.006
C -2.169 1.152 -7.893

[2]
90
Properties=species:S:1:pos:R:3 method="wB97M-V/def2-TZVPD" largest_force_ev_per_a=1.1 total_charge=+2 homo_lumo_gap_ev=5.500 de_lowest_kcal_mol=10.2
C -4.195 1.372 2.935
O 0.056 -0.223 -0.346
N 2.690 0.095 1.040
C -3.272 0.953 0.728
Ti 1.482 -1.407 0.401
C -5.566 4.213 -1.954
H 6.105 -0.733 -2.640
C -3.472 3.026 -1.721
Br -3.149 -2.631 5.087
H -2.793 0.391 -2.880
C 5.511 -2.803 -2.747
C -1.476 -1.028 -1.999
N 4.459 1.548 2.205
Ge -2.353 1.733 -0.802
H -1.297 -1.608 -2.909
H 4.633 -4.767 -2.563
H -5.141 2.841 -0.374
C 2.966 2.843 -1.356
H -0.717 4.223 -1.536
H -1.031 -3.215 0.642
C 0.211 -1.242 3.116
C -0.787 2.663 -0.052
C 0.130 -1.855 1.868
H -0.710 -0.972 5.037
H 0.672 -7.011 1.424
H 1.687 -5.909 2.375
N 2.570 -4.195 -1.050
C 4.561 -3.717 -2.321
C -1.897 -2.965 2.568
H 2.092 -5.288 -2.847
C -4.757 3.317 -1.270
H 2.562 3.207 -2.292
C 0.778 2.968 1.783
H -3.468 5.010 -4.482
C -3.027 3.645 -2.891
Se 3.674 0.039 2.581
C -3.830 4.539 -3.578
C 3.982 3.620 -0.713
C -0.933 -2.720 1.604
C -0.764 -1.470 4.080
C 4.014 2.023 1.060
H -3.520 -1.077 0.049
C -4.332 -0.826 1.992
C 2.479 1.682 -0.841
H 1.155 2.652 2.750
H 0.051 -5.403 1.892
H 1.086 5.475 -0.463
H -2.255 -1.573 -1.463
H -4.658 -1.857 2.058
H -5.735 5.526 -3.640
C -5.103 4.828 -3.107
H -5.104 -0.304 3.921
C 4.312 -1.127 -1.551
C 2.246 -4.338 0.257
C 1.307 -5.981 -0.901
S 2.706 -3.310 1.547
C -1.814 -2.332 3.801
H -6.560 4.431 -1.587
H 6.340 -3.123 -3.362
H 0.715 -6.866 -1.054
C -3.676 -0.374 0.853
H -3.245 2.858 1.738
H 4.318 4.530 -1.189
C 0.931 -5.971 1.598
C 1.272 4.123 1.190
N 1.477 -5.430 0.353
H -1.135 0.904 -2.884
H 4.192 -0.099 -1.243
C -4.589 0.046 3.037
C 3.522 -3.255 -1.534
H -2.042 3.424 -3.293
H -0.649 1.380 1.670
H 1.686 1.149 -1.344
H -4.402 2.062 3.743
H 2.045 4.702 1.682
C 4.498 3.235 0.475
C -0.284 3.832 -0.621
C -0.244 2.254 1.169
C -3.546 1.817 1.794
H 1.002 -0.542 3.363
C 1.986 -5.215 -1.780
C -0.274 -1.145 -1.148
N 3.367 -1.987 -1.152
H -2.725 -3.628 2.358
C 3.009 1.228 0.393
C 0.738 4.554 -0.013
C 5.385 -1.484 -2.346
O 0.505 -2.177 -1.113
H 5.256 3.800 0.998
C -1.894 0.421 -2.260

[3]
91
Properties=species:S:1:pos:R:3 method="wB97M-V/def2-TZVPD" largest_force_ev_per_a=1.6 total_charge=+1 homo_lumo_gap_ev=8.460 de_lowest_kcal_mol=7.2
H -1.061 -3.077 -5.308
H 3.242 0.228 4.350
H 3.819 -0.930 -3.983
C 0.090 0.058 -4.800
H 7.367 6.105 -4.768
C 0.024 -0.449 -7.143
H 4.405 -1.566 -0.104
C 0.629 5.416 -4.815
C 2.822 -1.290 -2.124
C 0.643 -3.029 1.063
S -0.729 -1.665 -2.798
C 2.824 -1.125 1.274
H 1.655 1.788 -2.347
C 5.133 -0.649 1.692
Cl 8.793 7.935 -3.126
C 6.720 7.118 -1.608
C 2.003 1.967 -1.351
H 1.464 -0.611 2.842
H 2.052 8.401 -4.659
C 3.492 -0.150 3.371
H 3.972 2.770 -2.971
H 2.908 6.930 -2.805
C 7.370 7.016 -2.829
N -0.966 -0.212 -2.113
Cl 5.142 4.413 -4.828
O -1.376 -2.171 0.089
H 1.900 -4.719 -3.583
C 2.118 2.075 0.783
H 0.162 -0.144 -8.168
S -0.059 5.989 -6.296
H -5.407 -1.747 -4.302
H 3.057 -0.316 -1.716
H 5.079 6.458 -0.430
H 4.114 3.045 0.788
C 2.081 -2.190 -1.357
H -0.626 -2.423 -7.656
H 0.638 1.436 -6.335
C -0.658 -2.104 -5.541
Pb -0.642 0.127 0.123
C 4.811 -0.143 2.940
C -3.869 -4.179 -2.519
H 0.278 0.744 -3.991
C 5.075 5.496 -2.339
H 6.161 -0.651 1.361
C 2.927 -2.874 -3.918
C 0.735 7.500 -6.098
C -0.408 -1.202 -4.521
P 1.414 -1.604 0.233
H 1.128 -4.114 -1.344
H -5.889 -3.875 -3.152
H 3.466 5.014 -1.037
H 5.127 2.989 -1.623
C -2.591 -3.644 -2.472
H 5.589 0.241 3.583
C -0.719 -3.234 0.312
H 7.098 7.783 -0.849
O 2.808 4.867 -2.981
H 0.608 8.264 -6.838
C 1.739 -3.424 -1.900
C -4.883 -3.487 -3.158
C 5.734 5.424 -3.565
C 4.107 3.173 -1.967
H 1.805 1.975 1.800
C -4.621 -2.276 -3.783
O -1.017 -4.359 -0.032
H -1.807 -4.162 -1.943
C 2.502 -0.624 2.533
N 1.341 1.657 -0.256
H -1.735 0.289 -2.539
C 0.290 0.440 -6.115
C 3.245 -1.631 -3.394
H 1.255 -3.933 1.066
C 2.170 -3.760 -3.171
H 3.248 -3.143 -4.912
C 6.873 6.175 -3.813
C 2.168 6.129 -2.930
H -4.067 -5.122 -2.032
H -3.152 -0.773 -4.201
C 3.261 2.629 0.294
H 1.476 6.154 -2.070
Cl 0.288 3.849 -4.243
C 3.830 4.692 -2.028
N 3.177 2.552 -1.066
C 4.147 -1.151 0.859
C -2.356 -2.408 -3.049
C -3.354 -1.724 -3.726
H 0.431 -2.746 2.096
C -0.426 -1.729 -6.854
C 5.586 6.364 -1.379
C 1.480 7.545 -4.966
C 1.424 6.347 -4.211

[4]
93
Properties=species:S:1:pos:R:3 method="wB97M-V/def2-TZVPD" spin_multiplicity=2 largest_force_ev_per_a=2.8 total_charge=+1 homo_lumo_gap_ev="5.327 / 5.214" de_lowest_kcal_mol=97.4
C 2.381 -1.484 4.635
N 2.749 1.735 -0.596
C -3.128 3.857 -2.282
C -3.547 -0.984 -3.684
C 4.805 0.430 -0.408
H -1.390 -0.847 -3.807
O 2.845 -1.817 3.369
C 3.023 -1.584 5.845
C 1.101 -0.970 4.519
C 4.831 2.867 -0.876
H -6.919 -1.364 -1.807
C -3.682 -0.622 -2.345
C 2.123 2.902 -0.743
C 4.580 -4.120 1.026
C -1.507 -3.952 0.375
H -7.897 -1.517 -4.437
H 0.033 0.965 -4.425
C -4.878 -0.748 -1.646
C 0.387 -0.520 5.604
H 1.136 2.054 -3.609
N 4.061 -0.583 0.150
C -5.045 -0.360 -0.193
C 3.902 -5.312 0.852
C -0.444 1.083 0.850
H 1.041 2.881 -0.699
C -1.866 1.823 -2.081
C 3.978 -2.944 0.613
H -5.713 0.499 -0.104
H 4.340 -6.246 1.179
O 5.818 -1.630 1.247
O 0.739 -0.974 3.183
H -2.144 -1.669 -5.172
C 2.792 4.097 -0.937
O -1.720 1.124 0.880
H -7.450 -3.107 -3.829
H 4.018 -2.001 5.931
H 1.175 -4.011 -0.634
C 4.073 1.724 -0.648
C -2.961 2.607 -1.718
O 5.969 0.349 -0.735
C 0.302 1.906 1.847
C -1.109 3.538 -3.552
C 2.316 -1.124 6.953
C 2.290 2.436 3.102
C -2.261 -0.849 -4.464
H -2.537 -3.672 0.550
C -0.916 2.270 -3.004
H -5.494 -1.174 0.377
Cl -1.283 -4.284 -1.345
C 0.294 3.743 3.400
C -2.200 4.319 -3.209
H -3.668 2.242 -0.983
H -0.616 -0.126 5.497
H -4.595 -1.768 -5.372
H -1.227 -4.839 0.925
Pd 1.885 -0.717 0.575
C 4.178 4.077 -1.011
H 4.736 4.992 -1.165
C -5.891 -1.638 -3.668
C 2.126 -4.062 -0.129
H -6.819 -2.550 -5.382
H -0.396 3.908 -4.281
C 1.028 -0.605 6.837
C 0.254 1.435 -3.463
H 2.112 -6.196 0.041
H -2.333 5.290 -3.667
Cl -0.470 -2.601 0.970
C 4.736 -1.649 0.715
C 1.634 1.670 2.162
C 2.658 -5.284 0.240
H -4.094 -0.093 0.270
H 0.507 0.655 -2.747
H 3.316 2.211 3.369
N 2.752 -2.903 0.081
H 2.784 -1.173 7.927
Te -1.794 -0.092 -1.216
H 5.565 -4.068 1.468
H 2.172 0.846 1.664
H 2.134 4.100 4.449
C -0.369 2.949 2.475
C -5.977 -1.253 -2.336
C 1.620 3.489 3.718
H -3.980 4.464 -2.005
C -4.677 -1.482 -4.328
H 2.238 5.023 -1.033
H -0.232 4.561 3.877
H -2.259 0.087 -5.027
N 0.175 0.428 -0.124
H 0.514 -0.261 7.724
H -1.409 3.128 2.236
H 5.906 2.778 -0.939
C -7.079 -2.237 -4.373
B 1.839 -1.473 2.527

[5]
89
Properties=species:S:1:pos:R:3 method="wB97M-V/def2-TZVPD" spin_multiplicity=2 largest_force_ev_per_a=0.5 total_charge=-2 homo_lumo_gap_ev="4.273 / 5.589" de_lowest_kcal_mol=0.0
C 3.705 0.355 2.410
H 6.492 2.053 0.430
C -1.480 -1.419 -1.686
H 6.931 2.014 -2.011
H 3.100 0.895 -4.010
H 3.804 0.403 3.498
C -0.587 4.135 0.180
C -3.618 2.916 -3.185
H 4.077 3.779 1.920
C -3.260 1.852 -2.361
C -3.382 1.939 -0.979
C 4.291 1.621 1.781
H -0.322 4.382 2.290
C -1.907 0.204 5.261
C -1.279 -2.400 -2.651
C -7.718 -0.479 1.326
H -0.129 -2.672 5.408
F -9.028 -0.706 1.630
H 5.068 1.455 -3.547
H 5.320 1.707 2.154
C -4.099 4.065 -2.598
C -1.170 6.166 -1.023
F -2.188 -4.091 -4.026
H 0.813 1.543 -4.061
C -0.561 4.895 1.367
Cl 1.144 -2.201 2.982
N 2.117 0.932 -0.119
H -0.928 4.231 -1.933
C 3.550 2.878 2.247
C -2.749 -1.166 -1.161
Cl -2.021 2.226 3.496
C 1.375 1.766 -3.148
H -4.462 -3.522 -2.945
C -4.217 4.204 -1.231
C 5.942 1.798 -1.624
C 3.348 1.238 -0.608
C -3.816 -1.934 -1.619
H 3.478 2.894 3.339
N -0.008 0.444 2.107
C -0.838 6.251 1.346
H 0.704 1.668 -2.297
C -5.420 -0.587 1.916
C 2.126 -0.631 -2.890
C -0.502 -1.720 5.050
C -0.896 4.810 -1.017
H 2.978 -1.312 -2.955
C -0.428 0.013 3.260
H -7.039 -1.267 3.190
H -2.879 0.945 -2.817
F -4.452 5.111 -3.397
C 4.432 1.549 0.269
C -1.455 -1.009 5.780
H -0.629 -0.846 -1.327
H 2.536 2.906 1.847
C -0.021 -1.235 3.857
C 2.577 0.823 -3.049
C -6.074 0.326 -0.190
C 3.616 1.205 -2.010
N -0.352 2.798 0.184
Sb -2.904 0.341 0.382
C -3.638 -2.920 -2.584
C -7.411 0.098 0.110
C -3.849 3.132 -0.430
H -2.646 0.792 5.791
H -0.811 6.810 2.276
H -5.824 0.790 -1.139
C -1.148 6.905 0.156
H -4.652 -0.845 2.639
C -1.423 0.682 4.066
C -5.054 -0.017 0.698
H 4.238 -0.533 2.058
H -3.915 3.243 0.648
H 1.409 -0.895 -3.673
H -1.414 6.653 -1.963
H -0.296 -2.601 -3.054
H -1.365 7.967 0.149
H -1.835 -1.389 6.719
H 2.651 0.234 2.174
H 1.695 2.810 -3.189
C -2.369 -3.127 -3.080
C -6.752 -0.827 2.243
Tc 0.517 1.312 0.576
H 1.654 -0.768 -1.918
H -3.520 2.859 -4.262
H -4.811 -1.772 -1.221
C 5.687 1.815 -0.261
H -4.556 5.141 -0.810
H -8.206 0.364 -0.575
C 4.894 1.488 -2.475